Density functional theory data (the ωB97M-V functional and the def2-TZVPD basis) for a single C8H10BNO2 molecule in a non-equilibrium geometry.

Structure (XYZ):
```
22
Properties=species:S:1:pos:R:3:forces:R:3:lowdin_charge:R:1
O -2.456956 0.546487 -1.577041 1.6 1.1 1.5 0.21
B -2.228619 -0.197696 -0.462219 -0.4 -0.9 1.5 -0.58
O -2.710883 -1.513539 -0.286590 0.3 0.6 -1.3 0.11
C -1.413785 0.308813 0.851816 1.6 -3.7 -1.2 -0.12
C -0.786501 1.620177 0.857432 2.5 -0.1 -0.2 -0.10
C 0.539391 1.853157 0.613408 -0.7 0.1 0.5 0.00
C 1.348704 0.697268 0.173675 -0.7 -0.7 0.4 -0.20
N 2.510883 0.765836 -0.540601 -1.0 -1.7 -0.7 0.07
C 2.750327 -0.499080 -1.043335 3.4 -0.5 -0.1 -0.14
C 1.951727 -1.402152 -0.406484 -0.6 0.0 -1.0 -0.07
C 0.958562 -0.691665 0.242594 0.4 3.0 0.8 -0.20
C -0.187216 -0.963405 1.105300 -2.7 2.3 0.2 -0.04
H -3.008603 0.326683 -2.289943 -1.1 -0.9 -1.1 0.08
H -2.888254 -1.932152 -1.150259 -0.1 0.2 0.7 0.11
H -1.870253 -0.033448 1.773751 -0.9 0.8 0.0 0.12
H -1.433840 2.415073 1.013581 -0.9 1.7 0.4 0.08
H 0.970416 2.903571 0.767374 -0.6 -1.7 -0.6 0.13
H 3.021068 1.573733 -0.787425 0.2 0.8 -0.3 0.14
H 3.695039 -0.797224 -1.597568 -1.3 0.9 0.7 0.12
H 2.050028 -2.454219 -0.482102 0.0 -0.7 -0.2 0.09
H -0.837705 -1.837604 1.094262 0.8 -0.3 -0.4 0.10
H 0.026480 -0.688617 2.130366 0.4 -0.4 0.4 0.10
```
Positions in Å, forces in eV/Å.

Calculated values
Energy relative to the best compared isomer or geometry (same formula, charge and spin)   2.2 kJ/mol
Spin multiplicity   1
Energy   -14720.4673 eV
HOMO level   -7.012 eV
Largest force on an atom   4.20 eV Å⁻¹
M   162.99 u
SMILES   OB(O)[C@@H]1C=Cc2[nH]ccc2C1



Density functional theory data (the ωB97M-V functional and the def2-TZVPD basis) for a molecular structure, C22H34N2O4P2SW in a non-equilibrium geometry.

Structure (XYZ):
```
66
Properties=species:S:1:pos:R:3:forces:R:3:mulliken_spin:R:1
W -0.053673 0.028208 0.093884 2.8 0.8 -2.8 1.65
P 2.650638 -0.235280 0.118765 -0.7 1.1 -0.9 0.00
P -2.664577 0.229175 0.108515 0.4 0.4 0.0 0.01
N -0.080295 0.743746 -1.615014 -0.4 -2.1 1.3 0.05
H 1.259595 1.161419 0.034116 -1.9 -0.1 0.4 0.00
C 3.187130 -1.398508 -1.167295 0.4 -1.0 -0.3 -0.01
H 4.254996 -1.571834 -1.331106 0.1 0.4 0.4 0.00
H 2.790173 -1.137682 -2.142211 -0.3 0.4 0.0 0.00
H 2.774530 -2.383709 -0.953554 -0.2 -0.1 0.2 0.00
C 3.590970 -0.624145 1.615856 0.7 -0.5 0.9 -0.01
H 4.592814 -1.062902 1.516566 -0.2 0.0 -0.7 0.00
H 3.016818 -1.380112 2.149165 -0.1 0.0 0.2 0.01
H 3.778474 0.207218 2.308991 -0.6 0.1 -0.4 0.00
C 3.283781 1.409613 -0.501876 0.3 0.1 0.2 0.00
H 4.370829 1.611468 -0.582356 -0.4 -0.6 0.0 0.00
H 2.875058 2.168875 0.172037 0.1 -0.2 0.0 0.01
H 2.794941 1.596559 -1.464874 0.1 -0.2 0.0 0.01
C -3.660390 -1.087892 -0.690490 -0.2 0.1 0.1 0.00
H -4.750823 -0.921591 -0.559031 0.6 -0.1 -0.1 0.00
H -3.374927 -2.061765 -0.264189 -0.1 0.3 -0.1 0.00
H -3.402154 -1.103345 -1.758766 -0.1 0.0 0.3 0.00
C -3.302000 0.331378 1.827084 -0.3 0.0 0.1 -0.01
H -4.405801 0.413823 1.863379 0.5 0.0 0.0 0.00
H -2.843394 1.199260 2.330026 -0.2 -0.3 -0.3 0.00
H -2.975761 -0.572050 2.366776 -0.2 0.2 -0.2 0.00
C -3.192327 1.809753 -0.680948 -0.1 -0.2 0.1 0.01
H -4.280302 1.975898 -0.595369 0.4 -0.1 -0.1 0.00
H -2.883284 1.795557 -1.736072 -0.1 -0.1 0.3 0.00
H -2.648325 2.639976 -0.205981 -0.2 -0.3 -0.1 0.00
C 0.081425 1.600708 -2.610426 0.0 0.8 -0.1 -0.07
C 0.003752 2.058518 -4.982185 0.2 0.1 0.3 -0.07
C 0.070840 1.125193 -3.955258 -0.2 0.6 0.3 0.11
C 0.146572 3.001966 -2.311355 -0.3 -0.2 -0.6 0.15
C 0.069326 3.905935 -3.366015 0.2 -0.5 0.1 -0.06
C 0.013485 3.437483 -4.688237 0.0 0.1 -0.3 0.13
H -0.059410 1.699253 -6.012784 0.1 0.3 0.3 0.00
H 0.018549 0.036318 -4.091079 0.0 0.6 -0.1 0.01
H 0.154411 3.317020 -1.255327 0.0 -0.2 -0.6 0.02
H 0.054358 4.976367 -3.148740 0.1 -0.3 -0.2 0.00
H -0.013424 4.163559 -5.503271 -0.1 -0.3 0.2 0.01
C -0.377784 -3.226207 1.724485 -0.8 2.8 -1.7 0.04
O -0.764056 -2.358278 0.891538 0.2 -1.6 1.4 -0.03
C 0.554465 -4.266602 1.222682 1.0 -0.1 -0.4 -0.01
H 1.252828 -4.530387 2.032807 -0.2 -0.2 -0.4 0.00
H 1.102916 -3.720255 0.419904 -0.2 -0.5 0.5 0.01
H 0.157270 -5.172369 0.737418 -0.2 0.4 0.5 0.00
C -0.520007 -2.876132 3.178360 0.5 0.8 0.4 0.00
H -1.481510 -3.014561 3.687830 0.1 -0.5 -0.5 0.00
H -0.382870 -1.770393 3.184901 0.1 -0.6 0.2 0.01
H 0.282235 -3.347209 3.760547 -0.4 0.1 0.0 0.00
O 2.587340 4.372492 3.253293 0.1 -0.6 -0.1 0.00
S 2.459916 2.937859 3.231886 -0.8 0.2 -0.3 0.00
O 3.654671 2.121585 3.254894 -0.4 0.5 0.1 0.00
N 1.456168 2.394071 2.030570 -0.4 -0.5 1.2 0.03
C 0.457080 1.699819 2.583661 1.1 -0.5 -2.7 0.04
O -0.236882 0.857735 1.893126 -0.5 0.8 2.4 -0.05
C 0.276039 1.760841 4.019249 0.0 -0.3 0.6 -0.02
C -0.690734 1.126682 4.820138 0.5 0.6 -0.3 0.01
C -0.541510 1.244932 6.196120 0.4 0.2 0.0 0.00
C 0.559850 1.944739 6.720588 0.3 0.0 -0.1 0.01
C 1.532347 2.536343 5.897697 -0.2 -0.1 0.2 0.00
C 1.371751 2.428802 4.528689 -0.3 -0.2 1.5 0.01
H -1.524335 0.600797 4.359783 0.2 0.1 0.1 0.00
H -1.260233 0.786337 6.872710 0.2 0.1 -0.1 0.00
H 0.690451 2.001967 7.799595 -0.1 0.0 -0.2 0.00
H 2.407497 3.049763 6.288478 -0.2 -0.1 0.2 0.00
```
Positions in Å, forces in eV/Å.

Calculated values
Energy relative to the best compared isomer or geometry (same formula, charge and spin)   349.6 kJ/mol
Spin multiplicity   3
Energy   -65771.3298 eV
HOMO level (alpha / beta)   -4.997 / -6.516 eV
Largest force on an atom   4.02 eV Å⁻¹
M   668.38 u



Density functional theory data (the ωB97M-V functional and the def2-TZVPD basis) for a molecular structure, C20H18N4O2PtS2.

Structure (XYZ):
```
47
Properties=species:S:1:pos:R:3:forces:R:3:mulliken_spin:R:1
Pt -0.015964 -0.076848 -0.398521 -0.1 0.1 0.1 1.36
C -1.363188 -3.212153 -4.227821 0.0 0.0 0.0 0.00
N -1.633502 -3.469434 -2.826222 0.0 0.0 0.0 0.01
C -2.675904 -4.228206 -2.330013 0.0 0.0 0.0 0.00
C -2.624763 -4.135022 -0.989703 0.0 0.0 0.0 0.00
N -1.542456 -3.336075 -0.677239 0.0 0.0 0.1 -0.01
C -0.953989 -2.899310 -1.812528 0.0 0.0 0.0 0.01
S 0.366326 -1.843020 -2.028913 0.0 -0.1 0.0 0.05
C -1.218953 -2.939771 0.659635 0.1 0.0 0.0 0.03
C -2.206559 -2.339953 1.423939 0.0 0.0 -0.1 0.01
C -1.893166 -2.049493 2.741093 0.0 0.0 0.0 0.00
C -0.624089 -2.341537 3.208427 0.1 0.0 0.0 -0.01
C 0.295270 -2.905099 2.334920 -0.1 0.0 0.1 0.00
N 0.002097 -3.221749 1.078350 -0.1 -0.1 -0.1 0.01
H -2.101536 -3.746624 -4.819736 0.0 0.0 0.0 0.00
H -0.364117 -3.553440 -4.490912 0.0 0.0 0.0 0.00
H -1.432799 -2.143129 -4.420794 0.0 0.0 0.0 0.00
H -3.349586 -4.761753 -2.974623 0.0 0.0 0.0 0.00
H -3.243642 -4.567185 -0.225441 0.0 0.0 0.0 0.00
H -3.149105 -2.073761 0.967386 0.0 0.0 0.0 0.00
H -2.622847 -1.573592 3.382473 0.0 0.0 0.0 0.00
H -0.331618 -2.107559 4.222395 0.0 0.0 0.0 0.00
H 1.309462 -3.108857 2.656509 0.0 0.0 0.0 0.00
C 1.126592 1.299053 -3.186241 0.0 0.0 0.0 0.02
C 1.360995 2.222077 -2.033271 0.0 0.0 0.0 -0.01
C 1.939991 3.493619 -2.260180 0.0 0.0 0.0 0.00
C 2.180665 4.329241 -1.215897 0.0 0.0 0.0 0.00
C 1.852120 3.924545 0.095592 0.0 0.0 0.0 0.00
C 2.087053 4.742066 1.223906 0.0 0.0 0.0 0.03
C 1.745022 4.290514 2.466098 0.0 0.0 0.0 -0.01
C 1.155450 3.024179 2.628011 0.0 0.0 0.0 0.01
C 0.908209 2.199707 1.554398 0.0 0.0 0.1 -0.02
S 0.165614 0.631667 1.781519 0.0 0.0 0.0 0.24
C 1.267412 2.652083 0.257224 0.0 0.0 -0.1 0.03
N 1.037841 1.832458 -0.816906 0.0 0.0 -0.1 0.11
H 1.354895 1.799990 -4.125472 0.0 0.0 0.0 0.00
H 0.092481 0.957965 -3.191854 0.0 0.0 0.0 -0.01
H 1.767112 0.419775 -3.099294 0.0 0.0 0.0 0.00
H 2.184411 3.778561 -3.273997 0.0 0.0 0.0 0.00
H 2.624909 5.304759 -1.374521 0.0 0.0 0.0 0.00
H 2.536275 5.716944 1.082359 0.0 0.0 0.0 0.00
H 1.920651 4.907705 3.337667 0.0 0.0 0.0 0.00
H 0.881174 2.684260 3.618654 0.0 0.0 0.0 0.00
O -2.999782 -0.963758 -1.250943 0.0 0.0 0.0 0.00
C -2.716304 0.125637 -1.742106 0.0 0.0 0.0 0.00
O -1.621902 0.772638 -1.629339 0.0 0.0 0.0 0.13
H -3.464593 0.651039 -2.366681 0.0 0.0 0.0 0.01
```
Positions in Å, forces in eV/Å.

Calculated values
Spin multiplicity   3
Energy   -56005.6987 eV
HOMO level (alpha / beta)   -6.952 / -7.274 eV
Largest force on an atom   0.17 eV Å⁻¹
M   605.60 u



Density functional theory data (the ωB97M-V functional and the def2-TZVPD basis) for a molecular structure, C6H9N in a non-equilibrium geometry.

Structure (XYZ):
```
16
Properties=species:S:1:pos:R:3:forces:R:3:lowdin_charge:R:1
C -0.360509 -0.391081 1.955298 -1.0 -1.2 -1.2 -0.05
C 1.149989 -0.103961 0.024587 2.8 0.9 -1.4 -0.01
C 0.158680 0.550323 -0.869203 0.1 -0.2 -0.1 -0.33
C 0.502323 1.674772 -1.761332 0.1 0.4 -0.3 -0.06
C -0.956317 -0.139659 -0.650596 0.0 -0.1 0.2 -0.02
C -0.466414 -1.160738 0.321202 -1.1 0.4 3.2 -0.28
N 0.920774 -1.436349 -0.106055 -0.1 0.5 0.2 0.00
H -0.102048 0.675214 2.102993 0.0 -0.6 -0.8 0.06
H 0.281334 -0.987511 2.623817 -0.3 0.0 -0.4 0.05
H -1.404916 -0.518509 2.235099 0.0 0.1 0.5 0.04
H -0.366773 2.040493 -2.310848 0.0 -0.1 0.0 0.08
H 1.248783 1.337132 -2.488578 0.0 0.1 0.0 0.08
H 0.936607 2.522247 -1.225851 0.0 -0.1 0.1 0.08
H -1.966760 0.024725 -1.003883 0.1 -0.1 0.2 0.11
H -0.992927 -2.060755 0.587979 -0.4 -0.3 -0.3 0.12
H 1.418172 -2.026343 0.565372 -0.1 0.4 0.0 0.11
```
Positions in Å, forces in eV/Å.

Calculated values
Energy relative to the best compared isomer or geometry (same formula, charge and spin)   509.3 kJ/mol
Spin multiplicity   1
Energy   -7852.8809 eV
HOMO level   -8.086 eV
Largest force on an atom   3.43 eV Å⁻¹
M   95.14 u



Q: Look up the M of the first one.
A: 162.99 u



Q: Among the records above, which one has the highest largest force on an atom?
A: C8H10BNO2



Q: The lowest M belongs to which entry?
A: C6H9N



Q: Which value of spin multiplicity does entry 3 give?
A: 3